Entry 1:
{
  "formula": "C3H3N3O2",
  "method": "wB97M-V/def2-TZVPD",
  "elements": ["H", "N", "C", "N", "C", "N", "C", "O", "O", "H", "H"],
  "coordinates": [[1.903, -1.806, 0.089], [2.452, -0.901, -0.124], [1.616, 0.036, -0.053], [0.103, 0.189, 0.136], [-0.727, 1.256, 0.008], [-1.940, 0.872, -0.091], [-1.843, -0.550, -0.045], [-2.921, -1.204, -0.117], [-0.582, -1.077, 0.230], [2.161, 0.936, -0.390], [-0.222, 2.249, 0.357]],
  "nbo_charge": [0.344, -0.571, 0.249, -0.181, 0.266, -0.482, 0.786, -0.550, -0.295, 0.192, 0.243],
  "total_energy_ev": -11721.2188,
  "charge": 0,
  "homo_energy_ev": -10.11,
  "fmax_ev_per_a": 7.5,
  "orbital_gap_ev": 9.98,
  "relative_energy_kcal_mol": 109.3,
  "smiles": "[H]/N=C\\n1cnc(=O)o1"
}


Entry 2:
{
  "formula": "C3H3N3O2",
  "method": "wB97M-V/def2-TZVPD",
  "elements": ["H", "N", "C", "C", "N", "O", "C", "O", "N", "H", "H"],
  "coordinates": [[2.338, -1.168, 0.254], [1.574, -1.721, -0.315], [0.609, -0.820, -0.277], [-0.805, -1.210, -0.590], [-1.812, -0.422, -0.562], [-1.611, 0.810, 0.066], [-0.351, 1.220, 0.311], [-0.318, 2.452, 0.758], [0.711, 0.525, 0.097], [-0.949, -2.310, -0.827], [0.614, 2.644, 1.084]],
  "nbo_charge": [0.344, -0.612, 0.329, -0.002, -0.069, -0.329, 0.833, -0.628, -0.625, 0.239, 0.520],
  "total_energy_ev": -11722.3901,
  "charge": 0,
  "homo_energy_ev": -9.81,
  "fmax_ev_per_a": 4.5,
  "orbital_gap_ev": 9.83,
  "relative_energy_kcal_mol": 82.3,
  "smiles": "[H]/N=c1/cnoc(O)n1"
}


Entry 3:
{
  "formula": "C3H3N3O3",
  "method": "wB97M-V/def2-TZVPD",
  "elements": ["N", "C", "C", "N", "O", "O", "H", "H", "N", "C", "O", "H"],
  "coordinates": [[-0.360, 1.433, -1.558], [-0.651, 0.382, -1.209], [-0.955, -0.946, -0.746], [-1.195, -1.148, 0.484], [-1.511, -2.163, 1.092], [-0.959, 0.006, 1.301], [-1.081, -1.826, -1.477], [-1.254, -0.127, 2.268], [1.568, 0.662, 0.320], [2.216, 1.350, -0.383], [2.637, 1.731, -1.400], [1.546, 0.646, 1.309]],
  "nbo_charge": [-0.277, 0.243, -0.160, 0.410, -0.428, -0.571, 0.271, 0.509, -0.765, 0.849, -0.492, 0.411],
  "total_energy_ev": -13767.6021,
  "charge": 0,
  "homo_energy_ev": -10.02,
  "fmax_ev_per_a": 4.0,
  "orbital_gap_ev": 9.91,
  "relative_energy_kcal_mol": 139.6,
  "smiles": "N#C/C=[N+](/[O-])O.N=C=O"
}


Entry 4:
{
  "formula": "C3H3N3O5S",
  "method": "wB97M-V/def2-TZVPD",
  "elements": ["C", "C", "C", "N", "N", "N", "O", "O", "O", "O", "O", "S", "H", "H", "H"],
  "coordinates": [[-0.477, 2.079, -0.250], [-2.106, -0.399, 0.103], [0.337, 0.981, -0.175], [-1.200, 2.968, -0.187], [2.525, -1.662, 0.858], [1.656, 1.056, 0.112], [2.243, 2.077, 0.337], [2.745, -2.460, 0.126], [2.366, -0.039, 0.031], [0.077, -1.606, 0.518], [-0.354, -0.984, -1.767], [-0.456, -0.623, -0.386], [-2.392, -1.447, -0.164], [-2.095, -0.304, 1.216], [-2.870, 0.362, -0.373]],
  "nbo_charge": [0.221, -0.921, -0.406, -0.279, 0.634, 0.491, -0.348, -0.014, -0.495, -0.974, -0.925, 2.192, 0.266, 0.265, 0.293],
  "total_energy_ev": -28693.9976,
  "charge": 0,
  "homo_energy_ev": -9.41,
  "fmax_ev_per_a": 2.7,
  "orbital_gap_ev": 7.03,
  "relative_energy_kcal_mol": 8.5
}


Entry 5:
{
  "formula": "C3H3N3S",
  "method": "wB97M-V/def2-TZVPD",
  "elements": ["C", "C", "C", "N", "N", "N", "S", "H", "H", "H"],
  "coordinates": [[-1.002, -0.702, -0.999], [-0.735, 0.396, 1.074], [1.226, -0.113, -0.705], [0.303, -0.665, -1.368], [-1.499, -0.069, 0.074], [0.561, 0.331, 1.011], [2.791, 0.201, -0.678], [-1.590, -0.984, -1.770], [-1.336, 0.910, 1.811], [1.281, 0.694, 1.551]],
  "nbo_charge": [0.365, 0.331, 0.258, -0.561, -0.549, -0.607, -0.019, 0.186, 0.188, 0.408],
  "total_energy_ev": -18463.0261,
  "charge": 0,
  "homo_energy_ev": -9.04,
  "fmax_ev_per_a": 6.0,
  "orbital_gap_ev": 8.13,
  "relative_energy_kcal_mol": 47.4
}


Entry 6:
{
  "formula": "C3H3N3S",
  "method": "wB97M-V/def2-TZVPD",
  "elements": ["C", "N", "C", "N", "S", "C", "N", "H", "H", "H"],
  "coordinates": [[1.400, 0.801, -0.356], [1.702, -0.435, -0.280], [0.824, -1.304, 0.311], [-0.434, -1.418, 0.345], [-1.423, -0.191, -0.381], [-0.795, 1.268, 0.400], [0.469, 1.459, 0.355], [2.106, 1.445, -0.861], [1.344, -2.120, 0.862], [-1.412, 1.906, 1.017]],
  "nbo_charge": [0.305, -0.485, 0.264, -0.569, 0.353, -0.005, -0.450, 0.190, 0.185, 0.213],
  "total_energy_ev": -18462.9849,
  "charge": 0,
  "homo_energy_ev": -9.01,
  "fmax_ev_per_a": 2.7,
  "orbital_gap_ev": 8.49,
  "relative_energy_kcal_mol": 48.4,
  "smiles": "C1=NC=NSC=N1"
}


Entry 7:
{
  "formula": "C3H3N4O4",
  "method": "wB97M-V/def2-TZVPD",
  "elements": ["C", "C", "C", "N", "N", "N", "N", "O", "O", "O", "O", "H", "H", "H"],
  "coordinates": [[-1.090, -0.309, -0.006], [1.184, 0.142, -0.045], [0.223, -0.807, -0.134], [-1.168, 0.994, 0.169], [-0.107, 1.613, 0.190], [2.476, 0.422, 0.025], [5.111, -0.203, -0.021], [3.264, -0.601, -0.038], [2.926, 1.536, 0.161], [5.300, 0.290, -1.011], [5.447, -0.593, 0.974], [-1.984, -0.904, -0.035], [0.390, -1.856, -0.313], [0.046, 2.599, 0.332]],
  "nbo_charge": [-0.103, 0.187, -0.176, -0.028, -0.238, 0.427, 0.817, -0.429, -0.327, -0.058, -0.054, 0.254, 0.288, 0.441],
  "total_energy_ev": -17291.3718,
  "charge": 1,
  "homo_energy_ev": [-13.54, -13.54],
  "fmax_ev_per_a": 5.5,
  "orbital_gap_ev": [7.60, 7.60],
  "relative_energy_kcal_mol": 72.4
}


Entry 8:
{
  "formula": "C3H3N5",
  "method": "wB97M-V/def2-TZVPD",
  "elements": ["C", "C", "C", "N", "N", "N", "N", "N", "H", "H", "H"],
  "coordinates": [[2.031, 0.034, -0.105], [0.078, -0.989, -0.151], [-1.257, 0.988, 0.086], [1.499, -1.167, -0.062], [1.172, 1.002, -0.023], [-2.100, 0.066, -0.002], [-0.024, 0.381, -0.063], [-2.591, -0.943, -0.102], [3.127, 0.262, -0.022], [-1.539, 2.042, 0.182], [-0.394, -1.676, 0.260]],
  "nbo_charge": [0.139, 0.086, -0.056, -0.456, -0.281, 0.038, -0.149, 0.020, 0.207, 0.260, 0.192],
  "total_energy_ev": -10605.5101,
  "charge": 0,
  "homo_energy_ev": -8.81,
  "fmax_ev_per_a": 13.6,
  "orbital_gap_ev": 8.73,
  "relative_energy_kcal_mol": 77.4
}


Entry 9:
{
  "formula": "C3H3N5",
  "method": "wB97M-V/def2-TZVPD",
  "elements": ["H", "N", "C", "C", "N", "N", "C", "N", "N", "H", "H"],
  "coordinates": [[-1.793, 0.735, 1.081], [-1.618, -0.388, 0.913], [-0.900, -0.480, -0.189], [-0.554, 0.806, -0.861], [0.615, 1.381, -0.594], [1.237, 0.698, 0.466], [1.476, -0.528, 0.539], [1.110, -1.300, -0.633], [-0.200, -1.436, -0.890], [-1.229, 1.319, -1.502], [1.857, -0.805, 1.669]],
  "nbo_charge": [0.359, -0.565, 0.285, -0.006, -0.200, -0.264, 0.140, -0.119, -0.104, 0.219, 0.256],
  "total_energy_ev": -10603.7307,
  "charge": 0,
  "homo_energy_ev": -10.10,
  "fmax_ev_per_a": 5.5,
  "orbital_gap_ev": 8.69,
  "relative_energy_kcal_mol": 118.5,
  "smiles": "[H]/N=c1\\cnncnn1"
}


Entry 10:
{
  "formula": "C3H3N5",
  "method": "wB97M-V/def2-TZVPD",
  "elements": ["H", "N", "C", "C", "N", "N", "N", "C", "N", "H", "H"],
  "coordinates": [[2.376, -0.677, -1.148], [1.899, 0.206, -0.885], [0.945, 0.110, -0.049], [0.333, -1.087, 0.568], [-0.843, -1.422, 0.197], [-1.538, -0.740, -0.768], [-1.755, 0.500, -0.670], [-1.006, 1.289, 0.248], [0.288, 1.264, 0.398], [0.818, -1.626, 1.455], [-1.516, 2.183, 0.655]],
  "nbo_charge": [0.354, -0.586, 0.304, 0.052, -0.242, 0.053, -0.201, 0.222, -0.391, 0.230, 0.205],
  "total_energy_ev": -10606.0753,
  "charge": 0,
  "homo_energy_ev": -9.95,
  "fmax_ev_per_a": 2.1,
  "orbital_gap_ev": 9.11,
  "relative_energy_kcal_mol": 64.4,
  "smiles": "[H]/N=c1\\cnnncn1"
}


Entry 11:
{
  "formula": "C3H3N5",
  "method": "wB97M-V/def2-TZVPD",
  "elements": ["H", "N", "C", "N", "C", "N", "C", "N", "N", "H", "H"],
  "coordinates": [[-2.298, -1.426, 0.637], [-1.656, -1.530, -0.266], [-1.061, -0.425, -0.523], [-0.071, -0.492, -1.277], [1.064, -0.155, -1.076], [1.638, 0.167, 0.268], [0.894, 0.798, 1.100], [-0.236, 1.454, 0.561], [-1.282, 1.084, 0.029], [1.999, -0.382, -1.724], [1.008, 0.906, 2.271]],
  "nbo_charge": [0.345, -0.627, 0.464, -0.445, 0.310, -0.469, 0.215, -0.160, -0.066, 0.199, 0.234],
  "total_energy_ev": -10604.8184,
  "charge": 0,
  "homo_energy_ev": -8.98,
  "fmax_ev_per_a": 8.0,
  "orbital_gap_ev": 8.35,
  "relative_energy_kcal_mol": 93.4,
  "smiles": "[H]/N=c1/ncncnn1"
}


Entry 12:
{
  "formula": "C3H3N5O",
  "method": "wB97M-V/def2-TZVPD",
  "elements": ["N", "C", "C", "O", "N", "N", "N", "N", "C", "H", "H", "H"],
  "coordinates": [[-0.926, 0.032, -1.768], [-0.864, -0.058, -0.295], [0.000, -1.209, 0.261], [-0.131, -2.381, 0.443], [0.862, -0.187, 0.849], [1.800, 0.255, 1.672], [1.618, 1.528, 1.687], [0.596, 1.986, 0.859], [0.128, 0.838, 0.444], [-1.250, -0.873, -2.199], [0.063, 0.146, -2.047], [-1.896, -0.077, 0.095]],
  "nbo_charge": [-0.794, -0.152, 0.704, -0.455, -0.279, -0.030, -0.033, -0.264, 0.327, 0.379, 0.358, 0.240],
  "total_energy_ev": -12654.1938,
  "charge": 0,
  "homo_energy_ev": -10.53,
  "fmax_ev_per_a": 2.5,
  "orbital_gap_ev": 10.13,
  "relative_energy_kcal_mol": 42.4,
  "smiles": "N[C@H]1C(=O)n2nnnc21"
}


Entry 13:
{
  "formula": "C3H3N5O6",
  "method": "wB97M-V/def2-TZVPD",
  "elements": ["C", "C", "C", "N", "N", "N", "N", "N", "O", "O", "O", "O", "O", "O", "H", "H", "H"],
  "coordinates": [[1.267, -0.581, 0.672], [-3.833, -1.027, -1.967], [-0.782, 0.241, 1.039], [0.600, -0.976, -0.384], [-0.617, -0.412, -0.533], [0.546, 0.072, 1.584], [2.597, -0.960, 0.873], [-1.988, -0.152, 1.631], [-4.442, -0.126, -1.674], [-3.254, -1.983, -2.224], [3.193, -1.337, -0.095], [3.040, -0.723, 1.985], [-2.897, -0.572, 0.898], [-2.111, 0.048, 2.841], [0.983, -1.593, -1.224], [-1.517, -1.070, -0.535], [0.941, 0.587, 2.345]],
  "nbo_charge": [0.486, 1.025, 0.137, -0.332, -0.455, -0.511, 0.495, 0.440, -0.478, -0.545, -0.324, -0.331, -0.491, -0.460, 0.467, 0.412, 0.466],
  "total_energy_ev": -22885.4623,
  "charge": 0,
  "homo_energy_ev": [-7.99, -7.99],
  "fmax_ev_per_a": 5.3,
  "orbital_gap_ev": [5.46, 5.46],
  "relative_energy_kcal_mol": 22.6
}


Entry 14:
{
  "formula": "C3H3NO",
  "method": "wB97M-V/def2-TZVPD",
  "elements": ["O", "C", "C", "C", "N", "H", "H", "H"],
  "coordinates": [[-1.302, -0.801, -0.819], [-0.473, -1.051, 0.113], [0.489, -0.120, 0.422], [0.256, 1.107, -0.264], [-0.589, 1.091, -1.212], [-0.545, -1.938, 0.760], [1.405, -0.326, 0.936], [0.758, 2.038, 0.063]],
  "nbo_charge": [-0.437, 0.269, -0.470, -0.051, -0.019, 0.199, 0.232, 0.277],
  "total_energy_ev": -6693.3313,
  "charge": 0,
  "homo_energy_ev": [-9.06, -9.06],
  "fmax_ev_per_a": 2.2,
  "orbital_gap_ev": [7.70, 7.71],
  "relative_energy_kcal_mol": 72.9
}


Entry 15:
{
  "formula": "C3H3NO",
  "method": "wB97M-V/def2-TZVPD",
  "elements": ["C", "C", "C", "N", "O", "H", "H", "H"],
  "coordinates": [[-0.467, 0.471, -1.024], [2.325, -0.318, 0.042], [-1.383, 0.114, 0.076], [1.217, 0.005, -0.354], [3.472, -0.330, 0.177], [-1.989, 0.958, 0.418], [-1.036, -0.433, 1.022], [-2.140, -0.467, -0.357]],
  "nbo_charge": [0.528, 0.803, -0.907, -0.730, -0.531, 0.291, 0.266, 0.280],
  "total_energy_ev": -6691.4962,
  "charge": 0,
  "homo_energy_ev": -9.82,
  "fmax_ev_per_a": 5.2,
  "orbital_gap_ev": 8.16,
  "relative_energy_kcal_mol": 115.2
}


Entry 16:
{
  "formula": "C3H3NO",
  "method": "wB97M-V/def2-TZVPD",
  "elements": ["O", "C", "C", "C", "N", "H", "H", "H"],
  "coordinates": [[0.849, -1.382, 0.181], [1.123, -0.118, 0.083], [0.051, 0.714, -0.064], [-1.109, -0.107, -0.060], [-0.981, -1.375, 0.067], [2.151, 0.281, 0.114], [0.068, 1.784, -0.165], [-2.152, 0.202, -0.156]],
  "nbo_charge": [-0.407, 0.238, -0.444, -0.028, -0.055, 0.209, 0.236, 0.251],
  "total_energy_ev": -6694.3050,
  "charge": 0,
  "homo_energy_ev": -9.44,
  "fmax_ev_per_a": 3.1,
  "orbital_gap_ev": 9.53,
  "relative_energy_kcal_mol": 50.4
}


Entry 17:
{
  "formula": "C3H3NO",
  "method": "wB97M-V/def2-TZVPD",
  "elements": ["C", "C", "O", "C", "N", "H", "H", "H"],
  "coordinates": [[0.886, 0.115, -0.485], [-0.306, 0.416, 0.446], [-0.413, 1.373, 1.165], [-1.313, -0.713, 0.465], [-2.187, -1.466, 0.409], [0.727, -0.646, -1.220], [1.624, -0.128, 0.155], [0.982, 1.049, -0.936]],
  "nbo_charge": [-0.685, 0.530, -0.454, 0.146, -0.253, 0.234, 0.240, 0.241],
  "total_energy_ev": -6695.8734,
  "charge": 0,
  "homo_energy_ev": -11.30,
  "fmax_ev_per_a": 3.9,
  "orbital_gap_ev": 10.95,
  "relative_energy_kcal_mol": 14.3,
  "smiles": "CC(=O)C#N"
}


Entry 18:
{
  "formula": "C3H3NO",
  "method": "wB97M-V/def2-TZVPD",
  "elements": ["N", "C", "C", "C", "O", "H", "H", "H"],
  "coordinates": [[-1.338, -1.144, 0.466], [-0.211, -1.165, -0.025], [0.481, -0.108, -0.700], [0.354, 0.926, 0.328], [1.621, 0.595, -0.248], [0.205, 0.006, -1.740], [-1.512, -0.091, 0.549], [0.422, 0.718, 1.406]],
  "nbo_charge": [-0.585, 0.316, -0.088, 0.057, -0.458, 0.234, 0.336, 0.186],
  "total_energy_ev": -6690.1532,
  "charge": 0,
  "homo_energy_ev": [-8.57, -9.48],
  "fmax_ev_per_a": 2.1,
  "orbital_gap_ev": [7.67, 8.86],
  "relative_energy_kcal_mol": 146.2
}


Entry 19:
{
  "formula": "C3H3NO",
  "method": "wB97M-V/def2-TZVPD",
  "elements": ["N", "C", "C", "C", "O", "H", "H", "H"],
  "coordinates": [[2.283, -1.095, 0.019], [1.381, -0.280, -0.011], [0.146, 0.557, 0.122], [-1.101, -0.316, 0.007], [-1.067, -1.560, 0.088], [0.255, 1.132, -0.758], [0.146, 1.244, 0.941], [-2.043, 0.317, -0.407]],
  "nbo_charge": [-0.288, 0.272, -0.611, 0.432, -0.473, 0.264, 0.273, 0.132],
  "total_energy_ev": -6695.3720,
  "charge": 0,
  "homo_energy_ev": -10.91,
  "fmax_ev_per_a": 7.0,
  "orbital_gap_ev": 11.11,
  "relative_energy_kcal_mol": 25.8,
  "smiles": "N#CCC=O"
}


Entry 20:
{
  "formula": "C3H3NO",
  "method": "wB97M-V/def2-TZVPD",
  "elements": ["C", "C", "O", "C", "N", "H", "H", "H"],
  "coordinates": [[-0.835, 0.819, -0.029], [-1.013, -0.543, -0.016], [0.228, -1.081, -0.023], [1.106, -0.071, 0.022], [0.548, 1.095, 0.041], [-1.559, 1.570, -0.093], [-1.772, -1.374, 0.233], [2.122, -0.441, -0.110]],
  "nbo_charge": [-0.123, 0.037, -0.417, 0.311, -0.452, 0.215, 0.229, 0.199],
  "total_energy_ev": -6696.0847,
  "charge": 0,
  "homo_energy_ev": -9.56,
  "fmax_ev_per_a": 2.5,
  "orbital_gap_ev": 10.60,
  "relative_energy_kcal_mol": 9.4,
  "smiles": "c1cocn1"
}